# C29H59Cl10N6O7

A molecular structure, C29H59Cl10N6O7 (ωB97M-V/def2-TZVPD, OMol25).

Element x y z (Å)
C -29.803 -12.369 -4.815
C -28.897 -13.611 -4.693
N -28.525 -14.154 -6.024
C -27.814 -13.560 -7.012
C -27.614 -14.398 -8.100
N -28.301 -15.590 -7.776
C -28.803 -15.422 -6.487
C -28.527 -16.708 -8.569
H -30.246 -12.057 -3.869
H -30.570 -12.771 -5.476
H -29.488 -11.577 -5.494
H -29.418 -14.453 -4.239
H -27.969 -13.495 -4.132
H -27.514 -12.536 -6.848
H -27.193 -14.299 -9.089
H -29.392 -16.080 -5.865
H -28.424 -16.549 -9.642
H -29.547 -17.020 -8.345
H -27.796 -17.490 -8.365
C -25.270 -16.139 -9.314
O -26.480 -15.937 -9.105
O -24.731 -16.789 -10.236
O -24.409 -15.467 -8.724
Cl -31.007 -15.049 -7.003
C -31.780 -16.631 -7.284
C -33.328 -16.573 -7.674
Cl -34.034 -15.571 -6.318
H -31.551 -17.286 -6.444
H -31.343 -17.014 -8.206
H -33.609 -17.618 -7.545
H -33.582 -16.166 -8.653
Cl -25.014 -12.172 -6.164
C -25.318 -13.101 -7.666
C -24.281 -12.964 -8.763
Cl -24.474 -11.357 -9.407
H -26.361 -12.907 -7.917
H -25.204 -14.098 -7.239
H -24.414 -13.690 -9.565
H -23.241 -13.093 -8.461
Cl -27.232 -16.064 -4.513
C -26.387 -15.436 -3.053
C -26.351 -13.886 -3.094
Cl -25.614 -13.164 -4.482
H -25.425 -15.935 -2.936
H -27.072 -15.756 -2.268
H -25.644 -13.752 -2.276
H -27.337 -13.441 -2.956
Cl -27.367 -17.142 -13.585
C -27.335 -16.846 -11.797
C -28.381 -17.729 -11.074
Cl -30.022 -17.126 -10.845
H -27.509 -15.806 -11.521
H -26.317 -17.049 -11.465
H -28.001 -18.071 -10.111
H -28.482 -18.599 -11.722
Cl -26.804 -12.210 -12.804
C -26.079 -12.973 -11.446
C -26.788 -14.164 -10.851
Cl -28.577 -14.203 -10.738
H -25.889 -12.295 -10.614
H -25.067 -13.190 -11.789
H -26.360 -14.355 -9.866
H -26.516 -15.031 -11.454
C -29.961 -14.133 0.112
O -31.153 -14.220 0.234
N -29.321 -13.795 -1.026
C -27.854 -13.709 -1.002
C -30.013 -13.549 -2.291
H -29.208 -14.233 0.909
H -27.469 -12.886 -1.605
H -27.496 -14.566 -1.573
H -27.454 -13.693 0.011
H -31.070 -13.815 -2.295
H -29.925 -12.472 -2.435
H -29.437 -14.108 -3.028
C -31.471 -9.216 -3.732
O -31.202 -10.228 -3.061
N -31.643 -9.295 -5.071
C -31.946 -8.129 -5.872
C -31.669 -10.559 -5.813
H -31.683 -8.242 -3.264
H -32.171 -7.251 -5.267
H -32.780 -8.293 -6.556
H -31.060 -7.906 -6.466
H -31.313 -10.388 -6.829
H -31.053 -11.295 -5.297
H -32.671 -10.988 -5.855
C -30.053 -17.259 -4.738
O -30.102 -16.080 -4.854
N -29.874 -17.820 -3.590
C -30.064 -19.266 -3.467
C -29.608 -17.075 -2.376
H -30.444 -17.937 -5.512
H -30.326 -19.810 -4.374
H -30.887 -19.432 -2.772
H -29.169 -19.638 -2.968
H -28.961 -17.640 -1.704
H -28.952 -16.276 -2.722
H -30.496 -16.675 -1.887
C -29.173 -10.909 -7.551
O -28.095 -10.495 -7.108
N -29.356 -11.245 -8.864
C -30.389 -12.135 -9.260
C -28.448 -10.730 -9.948
H -29.956 -11.313 -6.892
H -30.834 -12.608 -8.384
H -29.866 -12.991 -9.687
H -31.105 -11.847 -10.029
H -29.099 -10.119 -10.573
H -27.647 -10.092 -9.576
H -28.107 -11.486 -10.655

Results
**E_HOMO**: -2.62 eV
**Total charge**: -1
**Gap between HOMO and LUMO**: 4.19 eV
**DFT total energy**: -179508.5071 eV
**F_max**: 9.17 eV/A

Results of the Mulliken charge analysis, in e, for atoms 1 through 8: C -1.243; C 0.115; N 1.916; C -1.172; C 1.122; N 1.217; C -1.431; C -0.246

# C3H4N4

C3H4N4 in the gas phase (ωB97M-V/def2-TZVPD, OMol25).

Element x y z (Å)
C 0.069 1.053 1.434
C 1.176 1.740 1.510
C -0.291 -1.229 -2.113
N -0.896 0.437 1.058
N -1.328 -0.812 1.016
N -1.120 -1.592 0.078
N -0.337 -1.579 -0.902
H 1.637 2.029 2.428
H 1.661 2.120 0.645
H -0.917 -0.481 -2.428
H 0.347 -1.685 -2.727

Results
**E_HOMO**: -8.72 eV
**Structure (SMILES)**: C=C=N/N=N\N=C
**Total charge**: 0
**Gap between HOMO and LUMO**: 9.28 eV
**DFT total energy**: -9129.8302 eV
**F_max**: 4.00 eV/A

Results of the Mulliken charge analysis, in e, for atoms 1 through 8: C 0.679; C -1.023; C -0.319; N 0.033; N -0.274; N -0.132; N -0.018; H 0.242

# C4H8O2

C4H8O2 in the gas phase (ωB97M-V/def2-TZVPD, OMol25).

Element x y z (Å)
O -1.663 1.015 0.775
C -0.991 -0.057 0.144
C -0.104 0.396 -1.041
C 1.309 -0.034 -0.622
O 1.267 -0.123 0.792
C 0.024 -0.741 1.072
H -0.984 1.599 1.139
H -1.780 -0.742 -0.173
H -0.181 1.484 -1.139
H -0.414 -0.045 -1.992
H 2.095 0.675 -0.896
H 1.560 -1.017 -1.052
H 0.081 -1.823 0.867
H -0.218 -0.587 2.126

Results
**E_HOMO**: -9.78 eV
**Structure (SMILES)**: O[C@H]1CCOC1
**Total charge**: 0
**Gap between HOMO and LUMO**: 10.77 eV
**DFT total energy**: -8372.0864 eV
**F_max**: 0.34 eV/A

Results of the Mulliken charge analysis, in e, for atoms 1 through 8: O -0.566; C 0.084; C -0.527; C -0.421; O -0.376; C -0.639; H 0.346; H 0.370

# F2H4NPSi

F2H4NPSi in the gas phase (ωB97M-V/def2-TZVPD, OMol25).

Element x y z (Å)
N 0.848 -0.415 0.847
F 3.723 -0.915 0.985
F 2.911 -0.353 -1.077
Si -0.230 0.277 -0.309
P 2.852 0.310 0.374
H 0.864 -0.155 1.870
H -1.570 -0.218 -0.425
H 0.424 0.199 -1.725
H 0.074 1.791 0.063

Results
**E_HOMO**: -9.44 eV
**Structure (SMILES)**: FP(F)N[SiH3]
**Total charge**: 0
**Gap between HOMO and LUMO**: 9.53 eV
**DFT total energy**: -24156.6091 eV
**F_max**: 4.10 eV/A

Results of the Mulliken charge analysis, in e, for atoms 1 through 8: N -0.544; F -0.222; F -0.202; Si 0.336; P 0.630; H 0.294; H -0.126; H -0.087

# C5H2N2O

C5H2N2O in the gas phase (ωB97M-V/def2-TZVPD, OMol25).

Element x y z (Å)
C 1.552 -0.257 0.015
C 1.242 1.277 -0.033
C -0.123 1.328 0.025
C -0.704 -0.137 0.233
C -2.103 -0.424 0.082
H 2.112 2.045 -0.076
H -0.562 2.324 -0.091
N 0.230 -1.002 -0.040
N -3.249 -0.175 -0.150
O 2.550 -0.856 -0.054

Results
**E_HOMO**: -10.85 eV
**Structure (SMILES)**: N#CC1=NC(=O)C=C1
**Total charge**: 0
**Gap between HOMO and LUMO**: 8.98 eV
**DFT total energy**: -10241.9950 eV
**F_max**: 5.29 eV/A

Results of the Mulliken charge analysis, in e, for atoms 1 through 8: C 0.473; C -0.278; C -0.293; C 0.486; C 0.104; H 0.329; H 0.364; N -0.419

# C29H29ClIN8O4PV

A molecular structure, C29H29ClIN8O4PV (ωB97M-V/def2-TZVPD, OMol25).

Element x y z (Å)
V 0.310 0.482 -0.012
C 1.680 4.352 -3.888
C 0.614 3.467 -3.947
C 0.593 2.332 -3.148
C 1.636 2.070 -2.264
C 2.708 2.964 -2.210
C 2.730 4.090 -3.016
N 1.599 0.953 -1.399
C 2.677 0.082 -1.387
C 3.582 -0.127 -2.432
C 4.600 -1.054 -2.295
C 4.746 -1.796 -1.120
C 3.865 -1.609 -0.074
C 2.827 -0.687 -0.210
N 1.869 -0.387 0.742
N 2.142 -0.729 2.011
C 1.593 0.007 2.955
C 1.714 -0.487 4.301
C 1.141 0.142 5.352
C 0.412 1.340 5.133
C 0.376 1.832 3.870
N 0.955 1.231 2.797
H 1.696 5.235 -4.514
H -0.209 3.652 -4.627
H -0.234 1.637 -3.214
H 3.523 2.766 -1.525
H 3.570 4.771 -2.957
H 3.482 0.448 -3.345
H 5.291 -1.207 -3.115
H 5.549 -2.516 -1.032
H 3.952 -2.161 0.853
H 2.278 -1.403 4.409
H 1.241 -0.263 6.351
H -0.068 1.879 5.936
H -0.112 2.771 3.646
Cl -3.827 -2.492 -4.850
C -3.116 -1.407 -3.694
C -3.642 -0.161 -3.535
C -3.073 0.737 -2.607
I -3.912 2.631 -2.368
C -1.977 0.401 -1.844
O -1.416 1.195 -0.956
C -1.441 -0.918 -2.020
N -0.381 -1.234 -1.227
C 0.147 -2.430 -1.310
C -0.339 -3.405 -2.200
C -1.400 -3.109 -3.003
C -1.996 -1.830 -2.930
H -4.496 0.142 -4.125
H 0.977 -2.643 -0.650
H 0.130 -4.378 -2.228
H -1.798 -3.842 -3.691
C 0.848 1.896 1.479
H 0.147 2.726 1.606
H 1.824 2.323 1.228
N -1.396 -2.112 4.199
C -2.435 -1.420 3.448
P -2.079 -1.250 1.663
O -2.546 -2.377 0.686
O -1.008 -0.186 1.418
C -3.585 -0.117 1.318
N -3.152 1.286 1.032
H -1.449 -3.563 3.038
H -1.612 -2.140 5.186
H -0.499 -1.650 4.092
H -2.614 -0.392 3.793
H -3.378 -1.965 3.540
H -4.292 -0.090 2.149
H -4.111 -0.481 0.437
H -3.928 1.896 0.780
H -2.445 1.300 0.224
H -2.654 1.674 1.831
O -1.308 -3.891 2.119
N -1.097 -2.796 1.350

Results
**E_HOMO (alpha / beta)**: -6.50 / -6.58 eV
**Total charge**: 0
**Gap between HOMO and LUMO (alpha / beta)**: 6.33 / 6.31 eV
**Multiplicity**: 2
**DFT total energy**: -106253.1164 eV
**F_max**: 1.71 eV/A

Results of the Mulliken charge analysis, in e, for atoms 1 through 8: V 0.011; C -0.490; C -0.840; C 0.118; C -0.627; C 0.076; C -0.789; N 0.780

# C22H25N4O3V

A molecular structure, C22H25N4O3V (ωB97M-V/def2-TZVPD, OMol25).

Element x y z (Å)
V 0.588 -1.210 -0.597
O 2.610 -1.702 -0.560
C 3.545 -0.824 -0.733
C 4.758 -1.205 -1.363
C 5.776 -0.308 -1.593
C 5.670 1.024 -1.187
C 4.517 1.420 -0.539
C 3.453 0.543 -0.313
C 2.341 0.977 0.508
N 1.253 0.308 0.583
N 0.400 0.629 1.643
C -0.252 -0.465 1.966
O -0.161 -1.602 1.386
C -1.201 -0.334 3.120
C -1.344 0.861 3.823
C -2.244 0.952 4.873
C -3.010 -0.150 5.235
C -2.870 -1.342 4.539
C -1.971 -1.433 3.486
H 4.848 -2.239 -1.675
H 6.676 -0.646 -2.096
H 6.475 1.725 -1.365
H 4.421 2.441 -0.183
H 2.472 1.834 1.171
H -0.737 1.706 3.530
H -2.348 1.884 5.415
H -3.712 -0.078 6.058
H -3.465 -2.204 4.816
H -1.846 -2.349 2.923
N 1.464 -4.015 -1.742
C 0.713 -2.874 -2.077
O -0.478 -2.756 -1.665
C 1.236 -1.953 -3.155
C 0.970 -0.546 -2.606
H 1.074 -4.446 -0.912
H 2.428 -3.747 -1.569
H 0.723 -2.165 -4.106
H 2.301 -2.145 -3.309
H 0.134 -0.067 -3.125
H 1.844 0.105 -2.713
C -2.312 2.987 -1.017
C -3.013 1.619 -1.042
C -3.724 1.408 -2.384
C -3.997 1.504 0.127
C -1.978 0.595 -0.882
N -1.166 -0.203 -0.758
H -3.044 3.776 -1.201
H -1.540 3.036 -1.784
H -1.840 3.154 -0.049
H -4.441 2.216 -2.543
H -4.258 0.458 -2.395
H -3.008 1.407 -3.205
H -4.755 2.284 0.037
H -3.481 1.622 1.080
H -4.493 0.533 0.124

Results
**E_HOMO (alpha / beta)**: -2.93 / -1.98 eV
**Total charge**: -1
**Gap between HOMO and LUMO (alpha / beta)**: 5.56 / 4.61 eV
**Multiplicity**: 2
**DFT total energy**: -61012.0427 eV
**F_max**: 1.65 eV/A

Results of the Mulliken charge analysis, in e, for atoms 1 through 8: V 0.024; O -0.849; C 0.644; C -0.529; C -0.474; C -0.587; C -0.638; C 0.551

# C11H20O3

C11H20O3 in the gas phase (ωB97M-V/def2-TZVPD, OMol25).

Element x y z (Å)
C -3.655 1.925 1.074
C -4.070 1.058 -0.104
C -3.012 0.857 -1.204
C -1.705 0.217 -0.750
C -1.965 -1.165 -0.080
C -0.679 -1.819 0.471
C 1.952 -0.766 -0.054
C 2.595 0.519 -0.544
C 3.802 0.931 0.300
C 1.309 -0.565 1.293
C 0.062 -0.993 1.496
H -4.453 1.969 1.834
H -3.487 3.002 0.817
H -2.715 1.548 1.508
H -4.952 1.496 -0.665
H -4.439 0.069 0.222
H -3.429 0.256 -2.023
H -2.781 1.845 -1.628
H -1.001 0.106 -1.614
H -1.236 0.908 -0.029
H -2.352 -1.856 -0.852
H -2.674 -1.074 0.747
H -0.935 -2.766 0.900
H 2.735 -1.597 -0.092
H 2.954 0.458 -1.605
H 1.841 1.329 -0.532
H 3.470 1.176 1.340
H 4.589 0.126 0.378
H 5.047 2.432 0.323
H 1.888 -0.122 2.161
H -0.439 -0.840 2.453
O 0.222 -2.218 -0.537
O 0.926 -1.047 -1.000
O 4.421 2.059 -0.341

Results
**E_HOMO**: -9.70 eV
**Structure (SMILES)**: CCCCC[C@@H]1C=C[C@H](CCO)OO1
**Total charge**: 0
**Gap between HOMO and LUMO**: 10.50 eV
**DFT total energy**: -17870.3080 eV
**F_max**: 1.82 eV/A

Results of the Mulliken charge analysis, in e, for atoms 1 through 8: C -1.037; C -0.389; C -0.927; C -0.268; C -0.735; C 0.202; C 0.663; C -0.704

# C4H8O2

A gas-phase ion, C4H8O2 (charge -2) (ωB97M-V/def2-TZVPD, OMol25).

Element x y z (Å)
C -0.798 -1.755 0.138
O -1.514 -2.418 1.131
C -0.907 -0.078 0.187
C 0.010 0.715 -0.767
C 1.150 1.547 0.089
O 2.133 1.829 -0.715
H -1.360 -1.641 -0.886
H 0.202 -1.795 -0.182
H -1.968 0.214 0.142
H -0.552 0.321 1.178
H -0.428 1.487 -1.434
H 0.562 0.146 -1.533
H 0.467 2.462 0.484
H 1.397 0.943 1.027

Results
**E_HOMO**: 1.04 eV
**Structure (SMILES)**: [O-]CCCC[O-]
**Total charge**: -2
**Gap between HOMO and LUMO**: 6.35 eV
**DFT total energy**: -8367.3213 eV
**F_max**: 6.11 eV/A

Results of the Mulliken charge analysis, in e, for atoms 1 through 8: C -0.399; O -0.924; C -0.729; C -0.560; C -0.353; O -0.869; H 0.040; H 0.311

# C36H34BrCoN5O2S2

A molecular structure, C36H34BrCoN5O2S2 (ωB97M-V/def2-TZVPD, OMol25).

Element x y z (Å)
Co -0.486 1.165 -0.286
C 3.240 2.503 0.422
C 2.947 2.267 -1.062
C 2.527 0.852 -1.486
N 1.435 0.245 -0.759
C 1.440 -1.064 -0.699
C 2.252 -1.903 -1.498
C 2.899 -3.066 -1.091
C 3.050 -3.539 0.204
C 2.332 -3.154 1.337
C 1.129 -2.447 1.340
C 0.562 -1.748 0.295
N -1.466 -0.658 -0.512
C -1.721 -1.165 -1.874
C -2.195 -0.090 -2.836
C -1.073 0.868 -3.227
N -0.677 1.695 -2.117
C -0.202 2.903 -2.359
C 0.240 3.337 -3.625
C 0.599 4.600 -4.063
C 0.544 5.813 -3.395
C 0.261 6.015 -2.045
C 0.091 5.082 -1.046
C 0.040 3.667 -1.119
N 0.175 2.874 -0.081
C 0.890 3.289 1.100
C 2.058 2.328 1.373
H 3.622 3.528 0.522
H 4.041 1.828 0.743
H 3.877 2.470 -1.611
H 2.212 2.990 -1.405
H 3.412 0.198 -1.398
H 2.277 0.919 -2.559
H 2.452 -1.555 -2.509
H 3.466 -3.588 -1.863
H 3.790 -4.323 0.350
H 2.631 -3.602 2.280
H 0.504 -2.589 2.218
H -2.484 -1.957 -1.820
H -0.787 -1.613 -2.235
H -2.999 0.484 -2.372
H -2.580 -0.580 -3.736
H -1.428 1.498 -4.055
H -0.221 0.281 -3.607
H 0.384 2.550 -4.357
H 0.943 4.647 -5.095
H 0.781 6.696 -3.981
H 0.239 7.055 -1.722
H -0.054 5.488 -0.052
H 0.214 3.275 1.962
H 1.289 4.306 0.983
H 1.689 1.307 1.291
H 2.406 2.490 2.398
S -3.128 1.394 0.052
C -2.640 -0.228 0.178
N -0.822 -1.730 0.189
C -1.548 -2.895 0.378
C -0.937 -4.159 0.308
C -1.625 -5.320 0.583
C -2.968 -5.276 0.948
C -3.615 -4.053 0.941
C -2.939 -2.881 0.631
S -3.915 -1.434 0.387
H 0.102 -4.210 0.023
H -1.105 -6.269 0.515
H -3.506 -6.179 1.207
H -4.671 -3.983 1.160
Br 1.506 -0.199 4.655
C -0.185 -0.998 4.279
C -0.391 -2.302 4.699
C -1.610 -2.901 4.435
C -2.622 -2.179 3.821
C -2.396 -0.877 3.416
C -1.152 -0.281 3.599
C -0.836 1.018 2.833
O -0.924 2.106 3.387
O -0.518 0.703 1.661
H 0.399 -2.850 5.198
H -1.772 -3.937 4.703
H -3.580 -2.643 3.633
H -3.172 -0.310 2.923

Results
**E_HOMO (alpha / beta)**: 0.39 / -1.35 eV
**Total charge**: -2
**Gap between HOMO and LUMO (alpha / beta)**: 4.11 / 5.80 eV
**Multiplicity**: 4
**DFT total energy**: -178767.5879 eV
**F_max**: 1.76 eV/A

Results of the Mulliken charge analysis, in e, for atoms 1 through 8: Co -1.166; C -1.475; C -0.259; C -1.404; N 1.004; C -0.190; C -1.381; C -0.926

# C5H7FS

C5H7FS in the gas phase (ωB97M-V/def2-TZVPD, OMol25).

Element x y z (Å)
C 0.134 -0.424 -1.167
C -1.127 -0.192 -0.407
C -0.619 -0.259 1.042
C 0.760 0.448 1.002
C 1.141 0.461 -0.441
H 0.453 -1.489 -1.063
H -1.946 -0.934 -0.583
H -1.467 0.821 -0.665
H -1.326 0.206 1.765
H -0.463 -1.333 1.325
H 1.513 0.002 1.603
H 0.625 1.461 1.254
F 0.062 -0.091 -2.466
S 2.259 1.324 -1.198

Results
**E_HOMO**: -8.63 eV
**Structure (SMILES)**: F[C@@H]1CCCC1=S
**Total charge**: 0
**Gap between HOMO and LUMO**: 8.54 eV
**DFT total energy**: -18850.5678 eV
**F_max**: 1.53 eV/A

Results of the Mulliken charge analysis, in e, for atoms 1 through 8: C 0.294; C -0.641; C -0.582; C -0.535; C 0.044; H 0.239; H 0.292; H 0.300

# CH5N2S

2 unconnected molecules or ions with the total composition CH5N2S (ωB97M-V/def2-TZVPD, OMol25).

Element x y z (Å)
S -1.010 2.846 0.463
H -0.643 3.114 -0.809
N 0.623 0.109 0.075
C -0.006 -1.070 0.048
N 0.516 -2.191 -0.343
H 1.569 0.185 -0.269
H 0.109 0.931 0.431
H -1.017 -1.014 0.462
H -0.142 -2.909 -0.057

Results
**E_HOMO**: -3.08 eV
**Total charge**: -1
**Gap between HOMO and LUMO**: 7.33 eV
**DFT total energy**: -14934.8231 eV
**F_max**: 0.72 eV/A

Results of the Mulliken charge analysis, in e, for atoms 1 through 8: S -0.877; H -0.021; N -0.236; C 0.193; N -0.791; H 0.206; H 0.040; H 0.281